[1]
{
  "formula": "C28H33Br2Cl6CsI2KN2NaO12P",
  "method": "wB97M-V/def2-TZVPD",
  "species": ["C", "C", "I", "C", "I", "C", "C", "C", "C", "C", "C", "C", "C", "C", "C", "N", "C", "C", "O", "C", "C", "Br", "C", "O", "H", "H", "H", "H", "H", "H", "H", "H", "H", "H", "C", "Cl", "Cl", "Cl", "Cl", "C", "O", "P", "O", "O", "C", "O", "C", "H", "H", "H", "H", "H", "H", "H", "H", "H", "C", "N", "O", "O", "H", "H", "H", "K", "C", "C", "C", "O", "H", "H", "H", "H", "H", "H", "H", "H", "Br", "C", "O", "O", "O", "H", "Cs", "C", "Cl", "Cl", "H", "H", "Na"],
  "coordinates": [[3.1081, -0.1240, 0.7736], [3.8053, 0.4903, -0.5250], [5.6116, -0.5211, -1.2546], [3.2624, 1.6295, -1.1759], [4.3091, 2.3079, -2.9956], [1.9651, 2.4240, -0.7250], [0.5413, 1.7696, -0.6366], [-0.7227, 2.5670, -0.2130], [-0.5240, 4.0764, 0.1278], [0.8695, 4.7857, 0.0871], [2.1362, 3.9488, -0.3594], [3.6041, 4.6150, -0.4153], [4.6879, 4.1783, 0.5881], [5.9998, 4.9469, 0.3389], [6.0843, 5.9644, -0.7909], [5.1117, 6.4229, -1.7248], [3.9238, 5.7002, -1.4492], [-1.7647, 4.9926, 0.5378], [-1.6512, 6.2438, 0.5890], [-3.1454, 4.2558, 0.8461], [-3.3385, 2.8653, 0.5640], [-5.1141, 2.1125, 1.0572], [-2.1809, 1.9626, -0.1092], [-2.5100, 0.8042, -0.5092], [2.9709, -1.2578, 0.5965], [3.8456, -0.0529, 1.6620], [2.0783, 0.3063, 1.0090], [0.4053, 0.6648, -0.8764], [0.9427, 5.8989, 0.3786], [4.5001, 3.3850, 1.3781], [6.9098, 4.7504, 1.0012], [7.1178, 6.4633, -0.9263], [3.0401, 5.9887, -2.1363], [-3.9703, 4.8850, 1.3332], [-1.9523, -2.0354, 2.2204], [-0.6173, -1.0443, 1.6044], [-3.3640, -1.0008, 2.5199], [-2.3724, -3.2802, 1.0225], [-1.4525, -2.8132, 3.7406], [-1.9943, -4.5482, -6.0901], [-0.8932, -3.6614, -6.0383], [-0.7859, -2.6086, -4.8280], [0.4320, -1.7598, -4.8541], [-0.9452, -3.5060, -3.5060], [0.1129, -4.4100, -3.2101], [-2.1625, -1.8079, -4.8924], [-2.2392, -0.6046, -4.1204], [-1.6464, -5.5560, -5.8420], [-2.7908, -4.2616, -5.3973], [-2.3927, -4.5558, -7.1040], [1.0717, -4.0342, -3.5579], [-0.0960, -5.3768, -3.6878], [0.1639, -4.5549, -2.1034], [-1.7525, 0.2080, -4.6626], [-1.7660, -0.7320, -3.1434], [-3.2892, -0.3516, -3.9723], [-1.3073, -6.3706, 6.3936], [-0.6610, -5.1696, 6.9884], [-0.8331, -4.9759, 8.1962], [-0.0134, -4.4694, 6.2429], [-1.8532, -6.9026, 7.1755], [-1.9878, -6.0258, 5.6152], [-0.5178, -6.9974, 5.9804], [1.4501, -0.8450, -6.6293], [-4.7710, -5.4091, -0.9423], [-5.4583, -6.6281, -0.3456], [-6.7148, -6.9909, -1.1217], [-5.7998, -6.3615, 1.0116], [-5.4282, -4.5346, -0.9100], [-3.8769, -5.1531, -0.3683], [-4.4803, -5.5890, -1.9818], [-4.7681, -7.4767, -0.3466], [-7.4401, -6.1714, -1.0954], [-7.2039, -7.8604, -0.6751], [-6.4829, -7.2179, -2.1657], [-6.4105, -5.6119, 1.0238], [0.7263, -3.1366, -1.3447], [3.5370, 8.1961, 1.6456], [3.8021, 9.3983, 1.3826], [2.4816, 7.7462, 0.9076], [4.0666, 7.3932, 2.4390], [2.3829, 8.6145, 0.4687], [-2.0824, -5.7045, 9.8462], [5.9323, 8.5752, 5.1647], [7.5986, 9.0351, 5.5464], [5.3502, 7.3194, 6.2664], [5.2931, 9.4513, 5.2572], [5.8928, 8.1970, 4.1429], [-1.6000, -5.4800, -3.9112]],
  "molar_mass_g_mol": 1441.88,
  "lumo_ha": -0.1606,
  "charge": 1
}

=====

[2]
{
  "formula": "C28H33Br2N5O9",
  "method": "wB97M-V/def2-TZVPD",
  "species": ["N", "H", "H", "H", "H", "C", "C", "O", "H", "H", "H", "H", "H", "Br", "C", "C", "Br", "H", "H", "H", "H", "C", "C", "C", "C", "C", "C", "N", "O", "O", "H", "H", "H", "H", "H", "C", "C", "C", "C", "C", "C", "N", "O", "O", "H", "H", "H", "H", "H", "C", "C", "C", "C", "C", "C", "N", "O", "O", "H", "H", "H", "H", "H", "C", "C", "C", "C", "C", "C", "N", "O", "O", "H", "H", "H", "H", "H"],
  "coordinates": [[-0.3914, -0.9598, 1.1910], [-0.2319, -1.3710, 0.2732], [-0.9806, -1.6441, 1.7367], [-0.9550, -0.1019, 1.0969], [0.5354, -0.6850, 1.5159], [-3.5381, -2.0465, 4.8278], [-2.2397, -1.7482, 4.1023], [-2.2199, -2.0390, 2.7578], [-3.8654, -3.0820, 4.7238], [-4.3823, -1.4837, 4.4102], [-3.4371, -1.6712, 5.8509], [-1.3863, -2.2830, 4.5725], [-1.9191, -0.7048, 4.3222], [-2.3443, -2.3932, -1.5857], [-2.4787, -3.8947, -0.3953], [-1.3462, -4.8797, -0.6485], [0.3950, -3.9715, -0.3428], [-3.3531, -4.4502, -0.7367], [-2.5511, -3.6203, 0.6563], [-1.2138, -5.1566, -1.6889], [-1.4395, -5.7562, -0.0143], [-0.1861, 2.3967, -5.7982], [1.1794, 2.4779, -5.5289], [1.7633, 1.5534, -4.6623], [0.9996, 0.5718, -4.0481], [-0.3218, 0.4262, -4.4244], [-0.9133, 1.3158, -5.3344], [1.5543, -0.3128, -3.0270], [0.7791, -0.9144, -2.3310], [2.7680, -0.3735, -2.9960], [-0.7049, 3.0260, -6.5111], [1.9350, 3.1725, -5.8680], [2.7913, 1.7401, -4.3875], [-0.9774, -0.2780, -3.9288], [-1.9462, 1.1680, -5.6132], [5.9289, -4.6864, 0.4320], [5.8488, -3.7197, -0.5570], [4.9637, -2.6479, -0.4354], [4.2244, -2.5056, 0.7346], [4.4272, -3.3910, 1.7928], [5.2419, -4.4971, 1.6292], [3.1923, -1.4814, 0.8555], [2.4103, -1.5364, 1.7986], [3.1743, -0.6573, -0.0269], [6.5351, -5.5597, 0.2324], [6.2793, -3.8443, -1.5411], [4.8930, -1.9532, -1.2594], [3.9437, -3.2274, 2.7453], [5.3331, -5.1578, 2.4798], [-6.5536, 1.7581, -0.1371], [-5.7573, 1.8402, -1.2523], [-4.3641, 1.7724, -1.1104], [-3.7935, 1.6005, 0.1298], [-4.6236, 1.5160, 1.2423], [-5.9875, 1.5749, 1.1342], [-2.3322, 1.4371, 0.2458], [-1.7305, 1.0920, -0.7351], [-1.8632, 1.6020, 1.3644], [-7.6317, 1.8252, -0.2108], [-6.0509, 2.0501, -2.2720], [-3.6699, 1.7449, -1.9435], [-4.1774, 1.2766, 2.2019], [-6.6745, 1.6707, 1.9623], [2.7026, 5.8141, 2.2884], [2.1846, 4.7210, 2.9293], [1.8036, 3.5909, 2.2301], [1.8935, 3.5546, 0.8439], [2.3169, 4.6937, 0.1721], [2.8325, 5.7396, 0.8835], [1.3458, 2.3930, 0.1402], [1.1292, 1.3817, 0.7567], [1.1105, 2.5668, -1.0422], [3.1104, 6.6537, 2.8330], [2.1286, 4.7182, 4.0113], [1.4480, 2.7270, 2.7751], [2.2292, 4.8879, -0.8884], [3.2014, 6.6357, 0.4008]],
  "molar_mass_g_mol": 743.41,
  "lumo_ha": -0.0173,
  "de_lowest_kcal_mol": 0.0
}

=====

[3]
{
  "formula": "C28H33Cl2N6O4SSn",
  "method": "wB97M-V/def2-TZVPD",
  "species": ["Sn", "O", "C", "C", "C", "C", "C", "C", "N", "H", "H", "H", "H", "H", "H", "H", "N", "C", "C", "C", "C", "C", "C", "C", "C", "N", "C", "H", "H", "H", "H", "H", "H", "H", "H", "Cl", "C", "C", "C", "Cl", "C", "O", "C", "C", "O", "C", "H", "H", "H", "C", "N", "C", "C", "C", "O", "H", "H", "H", "H", "H", "H", "H", "H", "H", "C", "N", "C", "N", "S", "H", "H", "H", "H", "H", "H"],
  "coordinates": [[13.1780, 11.0706, 12.9496], [11.9394, 9.0460, 14.4475], [10.9967, 8.2939, 13.6596], [11.4192, 8.2217, 12.1981], [10.8431, 7.2612, 11.3564], [11.1259, 7.2660, 9.9948], [11.9605, 8.3007, 9.5295], [12.4658, 9.1742, 10.3990], [12.2354, 9.1481, 11.7271], [12.7742, 8.5933, 14.5426], [10.0946, 8.9078, 13.7028], [10.7422, 7.3015, 14.0514], [10.2138, 6.4662, 11.7466], [10.7092, 6.4835, 9.3648], [12.2658, 8.2984, 8.4479], [13.0906, 9.9931, 10.1008], [15.4107, 13.1010, 13.9522], [14.6220, 13.6678, 14.9743], [14.8508, 13.4758, 16.3341], [14.0140, 14.1170, 17.2507], [12.9400, 14.8771, 16.9061], [12.6788, 15.0072, 15.5122], [11.4775, 15.6401, 15.0873], [11.1139, 15.6869, 13.7868], [12.0745, 15.1399, 12.8925], [13.2114, 14.5256, 13.1690], [13.4870, 14.3859, 14.5224], [16.2228, 12.5996, 14.1857], [15.4241, 13.6937, 13.1637], [15.6777, 12.8995, 16.7118], [14.3065, 13.8630, 18.3468], [12.2520, 15.2948, 17.5935], [10.8582, 16.0371, 15.9043], [10.2342, 16.1714, 13.4806], [11.8727, 15.1878, 11.7913], [16.3273, 15.1404, 7.6723], [15.9078, 14.0359, 8.9005], [16.8730, 13.3008, 9.6104], [16.4436, 12.3183, 10.4723], [17.6293, 11.3412, 11.2535], [15.0433, 12.0491, 10.6643], [14.6659, 11.0462, 11.3647], [14.1176, 12.9084, 10.0540], [12.6950, 12.9049, 10.3053], [12.0921, 12.1132, 11.0326], [14.5364, 13.8237, 9.1281], [17.9377, 13.3144, 9.5124], [12.1503, 13.6943, 9.7946], [13.7939, 14.3812, 8.6160], [8.3404, 13.8442, 15.2189], [8.8509, 12.9320, 14.1915], [8.5815, 13.4017, 12.8270], [9.8502, 12.0257, 14.3896], [10.3356, 11.7370, 15.7873], [10.3371, 11.4524, 13.4065], [7.4770, 14.3392, 14.9118], [9.0830, 14.5688, 15.6248], [8.0649, 13.2332, 16.1037], [8.6412, 14.4656, 12.6563], [7.5581, 13.0573, 12.4861], [9.2270, 12.9344, 12.1081], [11.2274, 12.3544, 15.8740], [10.6547, 10.6925, 15.7907], [9.5942, 12.1215, 16.5802], [17.6237, 6.3607, 12.1265], [16.7036, 7.1179, 12.9804], [15.9604, 8.1826, 12.6450], [15.8944, 8.5846, 11.3969], [15.0702, 8.9479, 13.9062], [18.2144, 5.6191, 12.6321], [18.2866, 7.0435, 11.5948], [17.1144, 5.8647, 11.2741], [16.6415, 6.7826, 13.9387], [16.4008, 8.2501, 10.6087], [15.4540, 9.5005, 11.3082]],
  "molar_mass_g_mol": 739.29,
  "lumo_ha": -0.1004,
  "charge": 1,
  "de_lowest_kcal_mol": 21.5
}